The following is a quantum chemistry calculation of a cluster of 3 separate species, C22H42ClN3O8 in total in a non-equilibrium geometry, from the Open Molecules 2025 dataset.

Each line ends with the Mulliken charge.
Positions of all 76 atoms, in Å:
H 4.02 0.10 -0.86  0.285
N 3.35 0.08 -1.66  -0.639
C 2.42 1.00 -1.47  0.253
N 1.39 1.17 -2.54  -0.505
N 2.36 1.90 -0.32  -0.325
C 2.38 1.19 0.99  -0.417
C 0.87 1.03 1.52  -0.407
C 0.51 -0.41 2.12  -0.573
C 0.80 -1.64 1.13  -0.318
C -0.53 -2.38 0.58  1.389
C -0.06 -3.14 -0.79  -0.561
C 0.91 -4.40 -0.43  -1.127
C -1.64 -1.32 0.13  -0.590
C -2.97 -1.94 -0.51  -0.548
C -4.10 -0.82 -0.86  -0.551
O -4.34 0.11 0.23  -0.350
C -3.63 1.32 0.08  0.717
C -3.99 2.52 1.11  -0.870
O -2.71 1.56 -0.75  -0.531
O -1.02 -3.45 1.45  -0.409
C -1.61 -2.94 2.63  0.634
O -2.81 -2.57 2.75  -0.429
Cl -0.62 -2.84 4.20  -0.178
H 0.85 0.30 -2.67  0.204
H 1.89 1.38 -3.43  0.357
H 1.52 2.49 -0.41  0.338
H 3.06 1.81 1.70  0.065
H 2.85 0.14 0.95  0.304
H 0.76 1.79 2.39  0.257
H 0.09 1.35 0.74  0.230
H 1.21 -0.56 3.03  0.084
H -0.55 -0.37 2.55  0.425
H 1.32 -1.21 0.19  -0.004
H 1.57 -2.38 1.57  0.228
H 0.52 -2.45 -1.50  0.090
H -0.94 -3.60 -1.36  0.377
H 1.89 -4.06 0.05  0.244
H 1.11 -4.92 -1.44  0.387
H 0.38 -5.19 0.21  0.228
H -1.98 -0.62 0.98  0.198
H -1.14 -0.64 -0.67  0.162
H -2.80 -2.54 -1.47  0.162
H -3.47 -2.65 0.25  0.280
H -5.08 -1.43 -0.97  0.346
H -3.93 -0.34 -1.88  0.297
H -4.84 2.17 1.78  0.276
H -4.18 3.51 0.58  0.305
H -3.06 2.61 1.79  0.186
C -1.56 -0.15 -8.28  -0.952
C -1.87 0.60 -7.00  -0.407
O -1.99 -0.30 -5.89  -0.358
C -0.95 -0.76 -5.17  0.773
C 0.44 -0.56 -5.69  -0.881
O -1.15 -1.39 -4.16  -0.590
H -0.61 -0.68 -8.22  0.268
H -1.52 0.54 -9.13  0.354
H -2.33 -0.90 -8.48  0.301
H -1.14 1.39 -6.79  0.356
H -2.84 1.10 -7.11  0.306
H 0.76 -1.45 -6.23  0.274
H 1.11 -0.40 -4.84  0.239
H 0.56 0.32 -6.33  0.308
C 2.11 1.73 7.33  -1.171
C 1.76 1.51 5.87  -0.261
O 1.55 2.76 5.20  -0.363
C 2.53 3.52 4.68  0.848
C 3.96 3.21 5.03  -1.094
O 2.26 4.48 3.99  -0.577
H 3.03 2.29 7.44  0.291
H 2.22 0.77 7.85  0.369
H 1.32 2.31 7.82  0.318
H 2.51 0.91 5.35  0.336
H 0.82 0.96 5.80  0.356
H 4.26 3.85 5.87  0.305
H 4.59 3.43 4.17  0.326
H 4.14 2.17 5.28  0.354

Properties
Calculated total energy, Ha: -2089.74078
SMILES string: [H]/N=C(/N)NCCCC[C@](CC)(CCCOC(C)=O)OC(=O)Cl.CCOC(C)=O.CCOC(C)=O
Multiplicity: 1

The following is a quantum chemistry calculation of the molecule C10H19N3O4 in a non-equilibrium geometry, from the Open Molecules 2025 dataset.

Each line ends with the natural charge from an NBO analysis.
Positions of all 36 atoms, in Å:
C 4.67 -0.48 -0.74  -0.615
C 3.59 -1.01 0.31  -0.394
C 2.11 -0.44 0.09  -0.257
C 2.22 0.76 1.06  -0.602
C 0.96 -1.38 0.19  -0.153
N -0.34 -0.65 0.61  -0.681
C -0.89 0.04 -0.45  0.698
O -0.28 0.46 -1.42  -0.603
C -2.44 0.11 -0.26  -0.152
N -2.77 0.14 1.18  -0.835
C -2.92 1.34 -1.06  -0.514
C -4.41 1.75 -0.81  0.677
N -4.93 2.44 -1.88  -0.832
O -5.13 1.38 0.15  -0.641
C 1.22 -2.56 1.13  0.792
O 1.74 -3.60 0.84  -0.541
O 0.93 -2.17 2.43  -0.701
H 4.57 -0.82 -1.74  0.212
H 4.86 0.55 -0.77  0.207
H 5.62 -1.09 -0.50  0.213
H 3.43 -2.11 0.28  0.220
H 3.83 -0.83 1.32  0.201
H 2.08 0.05 -0.91  0.238
H 1.48 1.54 0.98  0.209
H 2.24 0.41 2.14  0.197
H 3.30 1.18 0.96  0.216
H 0.78 -1.79 -0.84  0.234
H -1.12 -1.14 1.06  0.432
H -2.86 -0.69 -0.76  0.216
H -3.75 0.03 1.35  0.399
H -2.65 1.14 1.45  0.361
H -2.28 2.26 -0.95  0.246
H -2.89 1.15 -2.18  0.233
H -5.86 2.84 -1.81  0.409
H -4.48 2.47 -2.82  0.404
H 0.39 -1.28 2.38  0.503

Properties
Calculated total energy, Ha: -857.66175
SMILES string: CC[C@H](C)[C@H](NC(=O)[C@@H](N)CC(N)=O)C(=O)O
Multiplicity: 1
Energy relative to the best compared isomer or geometry (same formula, charge and spin), kcal/mol: 59.49

The following is a quantum chemistry calculation of the molecule C3H4P2 in a non-equilibrium geometry, from the Open Molecules 2025 dataset.

Each line ends with the natural charge from an NBO analysis.
Positions of all 9 atoms, in Å:
C 0.60 -1.19 -0.19  -0.508
P 1.86 0.15 0.00  0.699
C 0.70 1.29 0.23  -0.987
P -1.03 0.90 -0.25  0.566
C -0.71 -0.92 -0.34  -0.463
H 0.81 -2.18 -0.23  0.207
H 0.99 2.41 0.18  0.257
H -1.62 1.10 1.01  -0.005
H -1.61 -1.55 -0.40  0.236

Properties
Calculated total energy, Ha: -799.34279
SMILES string: C1=PC=[PH]=C1
Multiplicity: 1
Energy relative to the best compared isomer or geometry (same formula, charge and spin), kcal/mol: 0.00

The following is a quantum chemistry calculation of the molecule C2H5N3O2S in a non-equilibrium geometry, from the Open Molecules 2025 dataset.

Each line ends with the natural charge from an NBO analysis.
Positions of all 13 atoms, in Å:
C 0.76 0.03 -0.08  0.655
C -2.22 -0.20 0.08  0.053
N 1.90 -0.64 0.05  -0.784
N 0.47 1.01 0.84  -0.786
N 0.00 -0.14 -1.16  -0.238
O -1.60 -1.04 0.69  -0.638
O -1.16 0.48 -1.11  -0.504
S -3.60 0.62 0.01  0.209
H 2.61 -0.58 0.70  0.411
H 2.14 -1.44 -0.57  0.404
H 1.04 1.42 1.53  0.409
H -0.36 1.55 0.53  0.441
H 0.02 -1.07 -1.51  0.368

Properties
Calculated total energy, Ha: -791.92342
Multiplicity: 3
Energy relative to the best compared isomer or geometry (same formula, charge and spin), kcal/mol: 18.09

The following is a quantum chemistry calculation of the molecule C5H9NO, from the Open Molecules 2025 dataset.

Each line ends with the natural charge from an NBO analysis.
Positions of all 16 atoms, in Å:
N 2.53 0.34 -0.30  -0.832
C 1.17 0.19 -0.09  0.478
C 0.63 -0.92 0.45  -0.417
C -0.85 -1.19 0.39  -0.411
C -1.57 -0.01 -0.28  -0.427
C -0.86 1.28 0.10  -0.065
O 0.46 1.28 -0.45  -0.508
H 2.83 1.20 -0.73  0.390
H 2.99 -0.49 -0.64  0.386
H 1.30 -1.66 0.85  0.211
H -1.26 -1.37 1.40  0.197
H -1.03 -2.11 -0.18  0.207
H -1.52 -0.11 -1.37  0.207
H -2.63 0.02 0.00  0.213
H -0.79 1.37 1.19  0.176
H -1.36 2.17 -0.31  0.194

Properties
Calculated total energy, Ha: -325.89675
SMILES string: NC1=CCCCO1
Multiplicity: 1
Energy relative to the best compared isomer or geometry (same formula, charge and spin), kcal/mol: 25.61

The following is a quantum chemistry calculation of a structure of composition C32H39Ge2N5ReS2 in a non-equilibrium geometry, from the Open Molecules 2025 dataset.

Each line ends with the Mulliken charge.
Positions of all 81 atoms, in Å:
Re 1.54 -0.24 -0.43  0.780
N 3.05 -0.45 3.60  0.062
C 2.10 -0.43 4.62  0.016
C 2.49 -0.37 5.95  -0.874
C 1.54 -0.35 6.96  -0.712
C 0.18 -0.40 6.64  -0.773
C -0.23 -0.47 5.31  -0.875
C 0.73 -0.46 4.31  1.045
S 0.19 -0.46 2.62  0.330
N 1.62 -0.39 1.70  -0.678
C 2.82 -0.42 2.28  0.947
C 3.94 -0.45 1.33  0.667
C 5.29 -0.33 1.63  -0.733
C 6.22 -0.34 0.60  -0.586
C 5.77 -0.51 -0.70  -0.884
C 4.41 -0.64 -0.93  0.115
N 3.50 -0.58 0.05  -0.042
H 4.01 -0.51 3.92  0.170
H 3.54 -0.34 6.20  0.484
H 1.85 -0.29 7.99  0.459
H -0.56 -0.38 7.42  0.456
H -1.27 -0.53 5.07  0.553
H 5.64 -0.19 2.64  0.419
H 7.28 -0.24 0.81  0.505
H 6.46 -0.54 -1.53  0.449
H 4.04 -0.81 -1.93  0.488
C -1.70 -3.88 1.40  -1.310
C -0.30 -3.45 1.00  -0.404
Ge -0.34 -1.97 -0.42  -0.012
C -0.39 -3.09 -2.14  -0.174
C -1.60 -3.99 -2.24  -1.215
C -1.99 -0.90 -0.22  -1.422
C -2.25 0.41 -0.28  1.229
Ge -0.78 1.88 -0.51  0.679
C -0.72 3.02 -2.22  -0.405
C -1.46 4.34 -2.10  -1.262
C -0.01 2.82 1.14  -0.118
C -0.99 3.85 1.71  -1.332
C -3.57 1.02 -0.23  0.919
C -3.69 2.42 -0.17  0.074
C -4.91 3.05 -0.19  -1.309
C -6.08 2.29 -0.24  -0.572
C -5.99 0.90 -0.25  -0.873
C -4.77 0.27 -0.26  -0.504
H -1.63 -4.79 1.98  0.429
H -2.32 -4.11 0.54  0.280
H -2.20 -3.13 2.01  0.326
H 0.24 -4.28 0.54  0.473
H 0.27 -3.11 1.86  0.441
H 0.53 -3.68 -2.12  0.396
H -0.35 -2.38 -2.96  0.211
H -1.64 -4.73 -1.45  0.270
H -1.53 -4.55 -3.18  0.430
H -2.53 -3.42 -2.27  0.344
H -2.84 -1.56 -0.05  0.455
H -1.11 2.42 -3.04  0.426
H 0.34 3.23 -2.40  0.496
H -2.53 4.21 -1.97  0.350
H -1.32 4.91 -3.02  0.438
H -1.07 4.95 -1.29  0.296
H 0.90 3.32 0.80  0.444
H 0.25 2.09 1.90  0.125
H -1.30 4.57 0.95  0.258
H -0.48 4.41 2.49  0.438
H -1.87 3.38 2.14  0.367
H -2.77 3.01 -0.09  0.204
H -4.96 4.13 -0.15  0.485
H -7.04 2.78 -0.28  0.449
H -6.90 0.32 -0.27  0.452
H -4.73 -0.81 -0.29  0.436
S 1.45 0.63 -2.58  -0.515
C 1.30 -0.11 -4.13  0.281
N 1.83 0.56 -5.19  0.018
C 1.71 0.09 -6.44  -0.031
C 1.04 -1.09 -6.65  -0.957
C 0.54 -1.75 -5.52  0.083
N 0.68 -1.25 -4.31  -0.112
H 2.33 1.44 -5.03  0.305
H 2.16 0.65 -7.24  0.480
H 0.92 -1.49 -7.65  0.447
H 0.02 -2.70 -5.59  0.509

Properties
Charge: +4
Calculated total energy, Ha: -6543.46311
Multiplicity: 2